[1]
{
  "formula": "C6H12O",
  "method": "ωB97M-V/def2-TZVPD",
  "homo_lumo_gap_ha": 0.295,
  "e_above_lowest_ev": 5.097,
  "charge": 0,
  "symbols": ["C", "C", "O", "C", "C", "C", "C", "H", "H", "H", "H", "H", "H", "H", "H", "H", "H", "H", "H"],
  "xyz": [[-2.501161, -1.401205, -0.533064], [0.155969, -1.277020, -0.588355], [-1.429470, -0.508020, -0.886232], [0.552894, -0.574227, 0.660629], [2.000073, -0.149484, 0.762885], [0.944666, 0.906839, 0.789730], [0.811898, 1.885629, -0.355687], [-2.026420, -2.329947, -0.216250], [-3.114236, -1.563572, -1.420483], [-3.110993, -0.976188, 0.269231], [0.642033, -0.764454, -1.436650], [-1.447343, 0.280403, -0.321892], [0.153769, -0.995940, 1.586364], [2.597538, -0.238438, -0.142242], [2.541381, -0.386600, 1.673690], [0.749457, 1.337064, 1.772231], [0.917178, 1.379191, -1.320305], [1.585249, 2.660210, -0.302633], [-0.160836, 2.395825, -0.346701]],
  "forces_ev_per_angstrom": [[-0.1, -0.1, 0.1], [0.2, 0.4, 0.0], [0.1, 0.2, 0.1], [-0.1, -0.2, 0.1], [0.2, 0.0, 0.0], [0.0, 0.1, 0.0], [0.0, 0.0, -0.1], [-0.1, 0.1, 0.0], [0.1, 0.0, 0.1], [0.1, -0.1, -0.1], [-0.1, -0.1, 0.1], [0.0, -0.1, -0.1], [0.1, 0.1, -0.2], [-0.1, 0.0, 0.1], [-0.1, 0.0, -0.1], [0.0, -0.1, -0.2], [0.0, 0.1, 0.1], [-0.1, -0.1, 0.0], [0.1, -0.1, 0.0]],
  "lowdin_charge": [-0.069, 0.011, -0.166, -0.358, -0.097, -0.314, -0.082, 0.077, 0.088, 0.092, 0.030, 0.113, 0.118, 0.110, 0.101, 0.127, 0.072, 0.077, 0.071]
}



[2]
{
  "formula": "C6H12O",
  "method": "ωB97M-V/def2-TZVPD",
  "homo_lumo_gap_ha": 0.367,
  "smiles": "CC(C)=CCC=O.[H][H]",
  "e_above_lowest_ev": 2.456,
  "charge": 0,
  "symbols": ["C", "C", "C", "C", "C", "C", "O", "H", "H", "H", "H", "H", "H", "H", "H", "H", "H", "H", "H"],
  "xyz": [[1.704564, 1.271332, -0.298843], [0.691626, 0.160739, -0.320985], [1.180159, -1.210262, 0.081545], [-0.514174, 0.374924, -0.859285], [-1.660492, -0.604246, -0.827343], [-2.198473, -0.107260, 0.486334], [-1.952487, -0.609632, 1.561632], [1.227059, 2.254080, -0.363389], [2.336797, 1.253955, 0.596695], [2.357045, 1.144031, -1.168168], [2.046608, -1.162277, 0.750150], [1.488112, -1.729733, -0.832810], [0.414924, -1.812687, 0.579708], [-0.777284, 1.384526, -1.169756], [-2.359208, -0.456108, -1.657586], [-1.360631, -1.653131, -0.764008], [-2.715651, 0.872265, 0.418668], [0.352710, 0.457389, 1.737108], [-0.261200, 0.172094, 2.050337]],
  "forces_ev_per_angstrom": [[0.1, 0.1, -0.1], [0.0, -0.1, -0.6], [0.0, -0.1, 0.0], [0.3, 0.1, -0.1], [0.0, -0.1, 0.1], [-0.3, -0.3, 0.4], [-0.6, -0.1, -0.5], [0.1, -0.2, -0.1], [-0.2, -0.1, -0.1], [0.1, 0.1, 0.1], [-0.2, 0.1, -0.1], [0.1, -0.1, 0.1], [0.1, 0.2, -0.1], [0.1, -0.1, 0.0], [0.1, 0.0, 0.2], [0.0, 0.2, 0.0], [-0.1, -0.1, 0.1], [0.0, 0.1, 0.5], [0.4, 0.2, 0.3]],
  "lowdin_charge": [-0.076, -0.417, -0.072, -0.124, -0.140, -0.298, -0.017, 0.081, 0.078, 0.086, 0.081, 0.092, 0.073, 0.116, 0.114, 0.114, 0.132, 0.081, 0.095]
}



[3]
{
  "formula": "C6H12O",
  "method": "ωB97M-V/def2-TZVPD",
  "homo_lumo_gap_ha": 0.383,
  "smiles": "CC[C@@H]1[C@@H](C)[C@@H]1O",
  "e_above_lowest_ev": 1.575,
  "charge": 0,
  "symbols": ["C", "C", "C", "C", "C", "C", "O", "H", "H", "H", "H", "H", "H", "H", "H", "H", "H", "H", "H"],
  "xyz": [[-0.078436, 0.990109, -1.865960], [0.332822, -0.424095, -1.471368], [-0.288248, -0.761930, -0.148422], [0.084221, 0.077610, 1.038522], [-0.972641, 0.996756, 1.661535], [0.395218, -1.425582, 1.002341], [1.710656, -1.899346, 0.892674], [0.220358, 1.708549, -1.094505], [-1.172731, 1.047402, -1.913881], [0.341720, 1.306691, -2.826288], [-0.010065, -1.132761, -2.226775], [1.421012, -0.548144, -1.398080], [-1.351882, -0.999415, -0.174703], [0.998582, 0.638369, 0.821691], [-0.807224, 1.204817, 2.720613], [-0.980906, 1.981680, 1.152630], [-1.992431, 0.616540, 1.523548], [-0.188317, -2.206583, 1.486581], [2.338292, -1.170666, 0.819848]],
  "forces_ev_per_angstrom": [[0.0, 0.1, 0.0], [0.0, -0.2, -0.1], [-0.1, 0.0, -0.2], [-0.1, 0.3, -0.3], [0.0, -0.1, 0.2], [-0.5, 0.0, 0.0], [0.2, 0.3, 0.1], [0.1, -0.1, -0.2], [0.1, 0.0, -0.2], [-0.1, 0.0, 0.1], [0.1, 0.0, -0.1], [-0.1, 0.2, -0.1], [0.1, 0.1, -0.1], [0.0, -0.2, 0.1], [0.0, -0.1, 0.0], [0.3, -0.5, 0.1], [0.3, -0.2, 0.2], [0.0, 0.5, 0.3], [-0.2, 0.0, 0.0]],
  "lowdin_charge": [-0.101, -0.221, -0.265, -0.239, -0.060, -0.269, -0.013, 0.065, 0.080, 0.071, 0.110, 0.111, 0.145, 0.134, 0.064, 0.076, 0.075, 0.145, 0.091]
}



[4]
{
  "formula": "C6H12O",
  "method": "ωB97M-V/def2-TZVPD",
  "homo_lumo_gap_ha": 0.385,
  "smiles": "CC[C@H]1C[C@]1(C)O",
  "e_above_lowest_ev": 1.022,
  "charge": 0,
  "symbols": ["C", "C", "C", "C", "C", "C", "O", "H", "H", "H", "H", "H", "H", "H", "H", "H", "H", "H", "H"],
  "xyz": [[-0.812763, -1.942975, 0.891295], [-0.181383, -1.451202, -0.410768], [0.837127, -0.354550, -0.193358], [1.143968, 0.653506, -1.277044], [0.481979, 1.102295, -0.018118], [-0.924722, 1.660592, -0.005832], [1.358688, 1.832314, 0.809036], [-1.509506, -2.768616, 0.710658], [-1.366907, -1.137125, 1.386505], [-0.046774, -2.299472, 1.590255], [-0.965376, -1.099631, -1.093861], [0.309697, -2.290659, -0.921539], [1.704916, -0.656864, 0.395544], [0.546148, 0.612903, -2.184478], [2.172757, 0.970902, -1.411188], [-0.842597, 2.754012, -0.043210], [-1.464415, 1.400605, 0.914050], [-1.530263, 1.341385, -0.860495], [1.089426, 1.672580, 1.722550]],
  "forces_ev_per_angstrom": [[0.0, 0.0, 0.1], [-0.1, 0.0, -0.1], [0.0, -0.1, 0.1], [0.1, 0.1, -0.2], [-0.1, -0.1, -0.2], [0.0, 0.1, 0.0], [0.0, 0.0, 0.3], [0.1, 0.1, 0.0], [0.1, -0.1, -0.1], [-0.1, 0.1, -0.1], [0.1, 0.0, 0.1], [-0.1, 0.1, 0.1], [-0.2, 0.1, -0.1], [0.1, 0.0, 0.1], [-0.1, -0.1, 0.0], [-0.1, -0.2, -0.1], [0.1, 0.0, -0.1], [0.2, -0.1, 0.1], [0.1, 0.1, -0.1]],
  "lowdin_charge": [-0.104, -0.231, -0.227, -0.036, -0.535, -0.012, 0.000, 0.069, 0.065, 0.074, 0.108, 0.111, 0.145, 0.111, 0.111, 0.087, 0.077, 0.083, 0.102]
}



[5]
{
  "formula": "C6H12O",
  "method": "ωB97M-V/def2-TZVPD",
  "homo_lumo_gap_ha": 0.388,
  "smiles": "CCC=O.C=CC",
  "e_above_lowest_ev": 1.658,
  "charge": 0,
  "symbols": ["C", "C", "C", "O", "H", "H", "H", "H", "H", "H", "C", "C", "C", "H", "H", "H", "H", "H", "H"],
  "xyz": [[1.320752, -1.167609, -0.982622], [-0.140967, -1.502464, -0.729618], [-1.127230, -0.392070, -1.184758], [-2.279323, -0.332490, -0.850905], [1.469663, -0.876844, -2.018813], [1.642114, -0.331951, -0.356734], [1.949812, -2.028219, -0.774709], [-0.430519, -2.351985, -1.359022], [-0.333700, -1.827156, 0.292850], [-0.739024, 0.169971, -2.058051], [-0.224091, 1.875262, -0.070984], [-0.660114, 1.369613, 1.079521], [0.178419, 0.583404, 2.015419], [0.827409, 1.896598, -0.317017], [-0.878609, 2.435017, -0.720428], [-1.723346, 1.373594, 1.297261], [0.070802, 0.973665, 3.026604], [-0.155792, -0.469171, 1.961874], [1.233742, 0.602835, 1.750133]],
  "forces_ev_per_angstrom": [[-0.2, 0.2, 0.2], [-0.5, 0.5, -0.3], [0.2, -1.7, -0.3], [0.0, 0.1, 0.1], [0.1, 0.0, -0.2], [0.1, -0.1, 0.0], [0.1, 0.0, 0.0], [0.0, 0.0, 0.0], [-0.1, 0.2, 0.0], [0.0, 0.3, 0.2], [0.0, 0.8, 0.8], [0.1, -0.1, -0.7], [0.0, -0.3, 0.1], [0.2, -0.2, -0.1], [-0.1, -0.1, -0.2], [0.0, 0.2, 0.0], [0.0, -0.3, 0.2], [0.1, 0.4, 0.4], [0.1, 0.1, 0.0]],
  "lowdin_charge": [-0.108, -0.205, -0.319, 0.029, 0.073, 0.048, 0.073, 0.116, 0.097, 0.120, -0.041, -0.238, -0.104, 0.064, 0.067, 0.107, 0.075, 0.075, 0.070]
}



[6]
{
  "formula": "C6H12O",
  "method": "ωB97M-V/def2-TZVPD",
  "homo_lumo_gap_ha": 0.152,
  "e_above_lowest_ev": 6.459,
  "charge": 0,
  "symbols": ["C", "C", "C", "C", "C", "C", "H", "H", "H", "H", "H", "H", "H", "H", "H", "H", "H", "H", "O"],
  "xyz": [[0.970802, 0.420115, 1.080078], [0.054420, -0.390900, 0.167240], [0.883549, -1.353529, -0.736460], [-0.836477, 0.459427, -0.577822], [-2.247403, 0.321923, -0.435966], [-3.129298, 1.332852, -0.441817], [1.989076, -0.006917, 1.432817], [1.421446, 1.174897, 0.400924], [0.439159, 0.972282, 1.867316], [0.246462, -2.089721, -1.240752], [1.364568, -0.742568, -1.504189], [-0.514857, -1.077058, 0.820722], [-0.439421, 1.296726, -1.153656], [-2.572989, -0.712755, -0.288547], [-2.661831, 2.311114, -0.441593], [-4.204615, 1.240222, -0.413226], [1.669247, -1.860610, -0.160832], [4.246083, -0.502819, 0.849014], [3.322073, -0.792680, 0.776742]],
  "forces_ev_per_angstrom": [[0.4, 2.6, -0.8], [0.3, -2.7, 0.8], [0.1, 0.3, -0.8], [0.2, 0.5, 1.3], [-0.6, -0.8, -0.2], [1.1, 0.3, -0.3], [-0.3, -1.1, -0.6], [-0.1, 0.1, 0.5], [-0.1, -0.2, -0.2], [-0.1, 0.2, 0.1], [0.2, -0.2, 0.0], [-0.3, 0.3, -0.3], [0.1, -0.1, 0.1], [-0.1, 0.3, 0.0], [-0.5, 0.3, -0.3], [0.1, -0.1, 0.3], [-0.1, 0.4, 0.1], [-0.4, -0.1, 0.1], [0.0, 0.1, 0.1]],
  "lowdin_charge": [-0.072, -0.449, -0.045, 0.054, -0.137, 0.102, 0.064, 0.086, 0.076, 0.076, 0.083, 0.142, 0.146, 0.127, 0.078, 0.076, 0.066, -0.080, -0.393]
}